The following is a quantum chemistry calculation of a 2-piece molecular cluster, C2F6NO3S overall in a non-equilibrium geometry, from OMol25.

Lowest unoccupied orbital energy (alpha / beta), eV: 2.77 / 2.77
HOMO-LUMO gap (alpha / beta), eV: 7.1 / 7.1
HOMO (alpha / beta), eV: -4.37 / -4.37
Charge: -1

Each line ends with the natural charge from an NBO analysis.
Geometry (Å):
C: 0.53356 -2.56934 0.06235  1.152
C: -0.40767 0.80050 -1.17773  0.805
N: -0.25668 2.54195 1.44097  0.370
O: 0.63463 3.35723 1.47009  -0.475
O: -1.38421 2.68404 1.76379  -0.451
O: 0.19532 -1.54322 -0.66771  -0.709
F: 0.73492 -3.79766 -0.56347  -0.360
F: 1.61545 -2.34271 0.85744  -0.370
F: -0.27375 -2.94426 1.02826  -0.353
F: -1.53066 0.22403 -1.54175  -0.308
F: 0.63374 0.65587 -2.08133  -0.342
F: -0.67190 2.17371 -1.28532  -0.339
S: 0.12607 0.11350 0.39675  0.378

Force components x, y, z for each atom (eV/Å):
0.903 -0.535 0.877
1.076 2.450 -0.809
2.264 -3.615 -2.050
0.139 1.030 0.398
-2.280 1.202 1.062
0.173 -1.011 0.095
0.383 1.537 -0.971
2.074 0.450 -0.867
-3.486 -0.169 1.238
-0.098 -0.458 -1.033
-1.530 -0.456 0.301
0.389 -1.814 0.922
-0.007 1.390 0.838

=====

The following is a quantum chemistry calculation of C5H12NS as an isolated structure in a non-equilibrium geometry, from OMol25.

Lowest unoccupied orbital energy (alpha / beta), eV: 0.17 / -2.16
HOMO-LUMO gap (alpha / beta), eV: 8.1 / 5.8
HOMO (alpha / beta), eV: -7.97 / -7.95
Spin multiplicity: 2
Charge: 0

Each line ends with the Mulliken spin population.
Geometry (Å):
C: 1.85862 0.23980 -0.76115  0.002
N: 0.98706 -0.14249 0.42419  -0.002
C: -0.01457 0.38947 -0.11432  0.010
C: -0.90249 -0.47213 -0.98666  -0.017
S: -2.33338 0.33911 -1.72054  0.981
C: -3.08759 -0.15493 1.90546  0.011
C: 3.34851 0.11366 -0.48015  0.000
H: 1.81610 1.29708 -1.07807  -0.001
H: 1.68951 -0.35324 -1.67107  -0.001
H: -3.26607 0.69882 1.25116  -0.005
H: -0.51522 1.28293 0.29822  -0.005
H: -1.31252 -1.14883 -0.23082  0.028
H: -0.42725 -1.09372 -1.74535  0.006
H: -2.01770 -0.21848 2.10647  -0.003
H: -3.62785 -0.01654 2.83312  -0.001
H: -3.42937 -1.04851 1.39675  -0.001
H: 3.67774 -0.92557 -0.44771  0.000
H: 3.71887 0.66952 0.37242  0.000
H: 3.83762 0.54406 -1.35196  0.000

Force components x, y, z for each atom (eV/Å):
1.805 -0.486 -0.827
2.261 1.297 -0.246
-2.493 -1.146 1.440
-0.743 0.780 -1.117
0.106 -0.016 -0.003
0.219 0.289 -0.258
0.370 -0.446 -0.330
-0.672 -0.084 0.221
-0.305 0.014 0.137
-0.021 0.021 0.055
-0.306 0.202 -0.072
-0.095 -0.106 -0.023
0.283 -0.011 0.258
-0.062 -0.074 0.062
-0.079 -0.036 0.138
-0.049 -0.211 0.020
-0.109 -0.009 0.371
-0.272 -0.049 0.334
0.162 0.070 -0.160

=====

The following is a quantum chemistry calculation of a 13-piece molecular cluster, C7H38NO12 overall in a non-equilibrium geometry, from OMol25.

Lowest unoccupied orbital energy (alpha / beta), eV: 0.14 / 0.02
HOMO-LUMO gap (alpha / beta), eV: 2.4 / 9.4
HOMO (alpha / beta), eV: -2.22 / -9.39
Spin multiplicity: 2
Charge: 0

Each line ends with the Mulliken spin population.
Geometry (Å):
C: 2.65444 1.53201 -1.94406  0.082
C: 1.18320 2.11483 -1.61398  0.188
C: 0.11317 1.07235 -1.88551  0.206
C: -2.57015 -2.23504 0.20106  -0.074
C: -1.36035 -1.71645 0.44787  0.076
C: -0.70542 -0.92602 -0.58752  0.821
C: -0.48999 0.40386 -0.68172  -0.272
N: 2.94357 0.06334 -1.97412  0.505
H: 2.92986 1.88535 -2.99009  -0.168
H: 3.40764 1.98562 -1.12380  0.029
H: 1.05424 3.05874 -2.21757  0.009
H: 1.16574 2.25384 -0.48979  -0.046
H: 0.47101 0.44852 -2.69963  -0.026
H: -0.80364 1.51122 -2.32332  -0.005
H: -3.12186 -2.95135 0.85578  -0.043
H: -3.00645 -2.00036 -0.76235  -0.031
H: -0.76055 -1.96720 1.32714  -0.032
H: -0.32205 -1.52055 -1.42040  -0.114
H: -0.71351 1.18883 0.02955  0.118
H: 2.86462 -0.42061 -2.86344  -0.108
H: 2.10209 -0.32454 -1.52650  0.509
H: 3.72718 -0.48829 -1.66498  -0.371
H: 0.67680 -1.80439 -2.94434  0.038
H: 1.02988 -2.98264 -2.14199  0.119
O: 1.48543 -2.29548 -2.69957  -0.252
H: -1.49324 1.48436 3.69987  -0.006
H: -1.39025 2.75928 2.77655  0.006
O: -1.19793 1.81930 2.80218  0.017
H: -2.84811 0.53326 -1.51838  0.015
H: -3.37082 1.06382 -2.83490  0.004
O: -2.73070 0.47186 -2.47745  -0.040
H: -1.72564 -1.25994 -3.39622  0.019
H: -0.94663 -1.25018 -4.73906  -0.020
O: -0.85724 -1.43125 -3.81327  0.001
H: 0.86564 -0.09484 1.47119  0.069
H: 0.27964 1.33938 2.03672  -0.014
O: 1.07402 0.72574 1.98536  0.488
H: -3.98261 0.68255 1.38437  0.000
H: -2.38029 1.01025 1.37294  0.006
O: -3.24614 1.02101 0.93464  0.001
H: -0.10971 -3.94000 -0.41379  0.074
H: 1.30949 -4.71944 -0.32927  0.111
O: 0.84600 -3.92886 -0.55687  -0.374
H: -2.74627 2.77047 0.71839  0.008
H: -2.49162 4.11795 -0.09067  -0.002
O: -2.43348 3.66748 0.75450  0.004
H: -1.21294 0.10694 5.28209  -0.012
H: -1.47637 -0.49230 4.03285  0.020
O: -1.92481 0.17452 4.53786  0.021
H: 4.20889 0.93846 1.97013  0.138
H: 2.71400 0.97478 1.49114  0.018
O: 3.65748 0.78174 1.20581  -0.566
H: 2.98757 -1.01235 0.64360  0.190
H: 2.14349 -2.21720 0.40970  0.386
O: 2.04752 -1.22053 0.42351  -0.698
H: 0.91444 -1.02374 4.78928  0.001
H: 0.91084 0.40974 4.19886  0.012
O: 0.65085 -0.14786 4.94162  -0.031

Force components x, y, z for each atom (eV/Å):
2.620 3.115 0.264
1.353 -1.183 1.166
-1.131 0.494 -1.065
0.248 -0.659 0.603
-0.680 -0.560 0.356
0.624 1.786 -0.708
0.811 -1.382 -0.373
-3.549 -0.556 -0.611
-0.128 -0.174 1.489
-1.613 -1.005 -2.116
0.243 -0.957 0.869
0.130 0.637 -1.314
-0.280 -0.667 0.170
0.646 0.319 -0.097
0.644 0.799 -0.460
-0.318 -0.016 0.072
-0.346 0.043 0.035
-0.181 0.291 0.338
-0.445 -0.425 0.532
-0.447 0.519 -1.113
0.522 -0.914 0.703
1.516 0.518 1.730
0.503 -0.022 -0.715
1.366 0.292 -0.282
-1.199 -0.296 0.513
0.159 -0.225 -0.855
-0.096 0.332 -0.249
-0.219 0.496 0.267
0.080 -0.126 0.088
-0.833 0.645 -0.530
0.193 -0.649 0.399
0.528 0.247 -0.317
-0.145 0.121 -0.737
-0.661 -0.170 0.918
0.315 0.831 0.306
0.884 -1.188 0.098
-0.854 0.357 0.040
-0.877 -0.805 1.542
-0.669 -0.487 0.928
1.502 1.181 -2.427
0.213 -0.696 0.352
-0.097 -1.076 0.363
-0.322 1.644 -0.515
-0.731 -0.692 -0.546
-0.153 -0.397 -0.055
0.784 1.283 0.597
-1.686 0.659 -1.274
-0.050 -0.681 -1.223
1.182 -0.213 2.926
0.205 0.065 0.305
0.972 -0.275 -0.082
-0.902 0.369 -0.270
-0.571 0.565 0.122
-0.755 1.025 -0.284
1.211 -1.957 0.160
0.895 -1.745 -0.614
0.225 -0.320 -0.451
-0.637 1.879 1.034

=====

These records have ΔE to the lowest compared entry with this formula, charge and spin values of 111.7, 81.6, 5.0 kcal/mol, in the order they appear.